{
  "formula": "C53H45N4O2P4PdSe2",
  "method": "ωB97M-V/def2-TZVPD",
  "elements": ["Pd", "Se", "P", "C", "C", "C", "C", "C", "C", "C", "C", "C", "C", "C", "C", "C", "C", "N", "N", "N", "P", "Se", "C", "C", "C", "C", "C", "C", "C", "C", "C", "C", "C", "C", "H", "H", "H", "H", "H", "H", "H", "H", "H", "H", "H", "H", "H", "H", "H", "H", "H", "H", "H", "H", "O", "P", "C", "P", "O", "C", "C", "C", "C", "C", "C", "C", "C", "C", "C", "C", "C", "C", "C", "C", "C", "C", "C", "C", "C", "C", "C", "C", "C", "H", "H", "H", "H", "H", "H", "H", "H", "H", "H", "H", "H", "H", "H", "H", "H", "H", "H", "H", "H", "H", "H", "C", "C", "N", "H", "H", "H"],
  "positions_angstrom": [[0.09, -0.89, 0.02], [4.73, 4.61, 0.60], [2.68, 4.33, 0.63], [1.79, 5.22, -0.66], [1.66, 6.61, -0.59], [1.04, 7.30, -1.61], [0.57, 6.62, -2.73], [0.76, 5.26, -2.84], [1.37, 4.56, -1.81], [1.90, 4.65, 2.24], [2.36, 3.87, 3.30], [1.87, 4.07, 4.58], [0.93, 5.05, 4.81], [0.47, 5.83, 3.77], [0.95, 5.63, 2.48], [2.12, 2.61, 0.42], [0.90, 1.98, 0.24], [1.16, 0.67, 0.42], [2.44, 0.51, 0.70], [3.03, 1.67, 0.71], [-0.85, 2.32, 0.02], [-1.75, 0.39, 0.61], [-1.49, 3.66, 1.02], [-1.99, 3.39, 2.30], [-2.54, 4.41, 3.05], [-2.61, 5.70, 2.54], [-2.11, 5.97, 1.28], [-1.54, 4.97, 0.52], [-1.25, 2.66, -1.71], [-0.45, 2.09, -2.70], [-0.78, 2.27, -4.03], [-1.92, 2.99, -4.38], [-2.72, 3.53, -3.39], [-2.39, 3.37, -2.05], [2.06, 7.15, 0.26], [0.93, 8.37, -1.54], [0.10, 7.17, -3.53], [0.43, 4.73, -3.72], [1.54, 3.50, -1.92], [3.12, 3.12, 3.12], [2.24, 3.46, 5.39], [0.56, 5.22, 5.81], [-0.26, 6.60, 3.95], [0.57, 6.24, 1.68], [-1.94, 2.39, 2.69], [-2.91, 4.20, 4.04], [-3.06, 6.48, 3.13], [-2.16, 6.98, 0.88], [-1.15, 5.20, -0.46], [0.44, 1.53, -2.44], [-0.15, 1.86, -4.79], [-2.17, 3.13, -5.42], [-3.61, 4.09, -3.65], [-3.04, 3.80, -1.30], [-1.49, -2.40, 0.22], [-1.67, -3.69, -0.53], [-0.56, -4.96, 0.14], [1.01, -4.14, 0.54], [1.31, -3.09, -0.50], [2.26, -5.43, 0.61], [3.50, -5.15, 0.05], [4.51, -6.08, 0.13], [4.29, -7.30, 0.75], [3.04, -7.58, 1.30], [2.03, -6.65, 1.23], [0.85, -3.42, 2.18], [1.52, -2.21, 2.36], [1.43, -1.54, 3.57], [0.68, -2.08, 4.60], [0.02, -3.29, 4.43], [0.11, -3.96, 3.23], [-1.36, -3.52, -2.29], [-1.30, -2.25, -2.84], [-1.10, -2.10, -4.21], [-0.96, -3.22, -5.01], [-1.04, -4.49, -4.46], [-1.24, -4.64, -3.10], [-3.35, -4.32, -0.36], [-4.39, -3.43, -0.62], [-5.70, -3.85, -0.53], [-5.98, -5.17, -0.19], [-4.95, -6.06, 0.07], [-3.64, -5.63, -0.01], [-0.37, -5.75, -0.59], [-1.01, -5.40, 1.03], [3.65, -4.20, -0.44], [5.48, -5.87, -0.30], [5.08, -8.03, 0.80], [2.87, -8.53, 1.78], [1.07, -6.88, 1.67], [2.15, -1.81, 1.56], [1.94, -0.59, 3.70], [0.60, -1.55, 5.54], [-0.55, -3.71, 5.24], [-0.41, -4.90, 3.11], [-1.42, -1.36, -2.21], [-1.06, -1.11, -4.64], [-0.81, -3.11, -6.08], [-0.94, -5.36, -5.09], [-1.32, -5.64, -2.69], [-4.17, -2.40, -0.89], [-6.50, -3.16, -0.73], [-7.01, -5.49, -0.12], [-5.17, -7.08, 0.33], [-2.85, -6.34, 0.18], [4.33, -0.51, -1.96], [2.89, -0.60, -2.03], [1.74, -0.62, -2.08], [4.59, 0.16, -1.15], [4.71, -0.12, -2.90], [4.75, -1.50, -1.78]],
  "de_lowest_kcal_mol": 18.0,
  "total_energy_ha": -8712.272891,
  "molar_mass_g_mol": 1158.2,
  "total_charge": 1
}

=====

{
  "formula": "C53H45N4O6P2SiSr",
  "method": "ωB97M-V/def2-TZVPD",
  "elements": ["Sr", "C", "Si", "C", "C", "C", "C", "C", "C", "P", "C", "C", "C", "C", "C", "C", "C", "C", "C", "C", "C", "C", "C", "C", "C", "C", "C", "C", "P", "C", "C", "C", "C", "C", "C", "C", "C", "C", "C", "C", "C", "H", "H", "H", "H", "H", "H", "H", "H", "H", "H", "H", "H", "H", "H", "H", "H", "H", "H", "H", "H", "H", "H", "H", "H", "H", "H", "H", "H", "H", "H", "H", "C", "C", "O", "N", "C", "C", "C", "C", "C", "C", "N", "H", "H", "H", "H", "H", "H", "H", "H", "H", "H", "O", "C", "C", "C", "C", "C", "C", "C", "O", "N", "O", "O", "H", "H", "H", "H", "O", "C", "N"],
  "positions_angstrom": [[1.00, 2.38, 0.01], [4.59, 0.26, 0.73], [2.81, -0.43, 0.40], [3.30, -2.13, -0.35], [4.63, -2.52, -0.42], [5.04, -3.78, -0.89], [4.11, -4.72, -1.33], [2.78, -4.34, -1.33], [2.38, -3.10, -0.84], [0.57, -2.71, -0.74], [0.00, -2.65, -2.51], [-1.39, -2.73, -2.71], [-1.97, -2.66, -3.98], [-1.15, -2.55, -5.09], [0.22, -2.39, -4.93], [0.77, -2.46, -3.66], [0.02, -4.40, -0.18], [0.17, -4.72, 1.17], [-0.33, -5.89, 1.70], [-0.99, -6.80, 0.87], [-1.13, -6.53, -0.50], [-0.60, -5.31, -0.99], [2.38, -1.02, 2.22], [3.31, -1.77, 2.98], [3.22, -1.91, 4.36], [2.20, -1.26, 5.05], [1.22, -0.55, 4.35], [1.29, -0.48, 2.96], [-0.06, 0.40, 2.09], [-1.27, -0.98, 1.86], [-2.23, -0.94, 0.85], [-3.13, -2.00, 0.67], [-3.05, -3.10, 1.50], [-2.21, -3.11, 2.59], [-1.28, -2.06, 2.76], [-0.98, 1.37, 3.38], [-2.37, 1.32, 3.50], [-3.03, 2.24, 4.34], [-2.32, 3.17, 5.06], [-0.94, 3.20, 5.01], [-0.29, 2.34, 4.14], [5.11, -0.43, 1.43], [4.56, 1.24, 1.21], [5.15, 0.31, -0.21], [5.42, -1.87, -0.05], [6.09, -4.03, -0.84], [4.41, -5.68, -1.70], [2.00, -5.06, -1.65], [-2.01, -2.84, -1.83], [-3.06, -2.73, -4.07], [-1.63, -2.51, -6.08], [0.84, -2.21, -5.80], [1.83, -2.46, -3.50], [0.67, -3.99, 1.82], [-0.24, -6.16, 2.72], [-1.36, -7.69, 1.32], [-1.56, -7.27, -1.17], [-0.72, -5.07, -2.04], [4.14, -2.25, 2.48], [3.95, -2.42, 4.96], [2.25, -1.32, 6.10], [0.43, -0.10, 4.93], [-2.31, -0.04, 0.28], [-3.88, -1.96, -0.12], [-3.74, -3.94, 1.29], [-2.23, -3.91, 3.31], [-0.57, -2.12, 3.56], [-2.94, 0.59, 2.94], [-4.09, 2.18, 4.48], [-2.81, 3.86, 5.73], [-0.34, 3.81, 5.68], [0.79, 2.38, 4.04], [3.80, 1.13, -2.75], [2.98, 2.33, -2.59], [2.87, 2.88, -1.51], [2.38, 2.83, -3.72], [1.07, 3.52, -3.62], [-0.14, 2.61, -3.43], [-1.24, 2.65, -4.24], [-2.31, 1.80, -3.94], [-2.22, 0.95, -2.87], [-1.06, 0.90, -2.15], [-0.05, 1.72, -2.42], [4.67, 1.18, -2.10], [4.06, 0.84, -3.77], [3.14, 0.35, -2.30], [2.45, 2.19, -4.50], [0.96, 4.07, -4.52], [1.11, 4.18, -2.77], [-1.30, 3.32, -5.08], [-3.19, 1.77, -4.55], [-3.03, 0.25, -2.67], [-0.83, 0.13, -1.40], [-1.79, 2.31, 0.36], [-2.75, 3.04, 0.55], [-2.86, 4.39, 0.08], [-4.02, 5.16, 0.30], [-4.16, 6.41, -0.24], [-3.10, 7.02, -0.92], [-1.95, 6.37, -1.07], [-1.73, 5.01, -0.60], [-0.66, 4.47, -0.90], [-5.40, 7.12, -0.30], [-6.43, 6.60, 0.05], [-5.37, 8.25, -0.82], [-3.60, 2.66, 1.12], [-4.87, 4.72, 0.83], [-3.26, 8.06, -1.22], [-1.13, 6.75, -1.63], [4.08, 2.83, 3.38], [3.17, 3.04, 2.68], [2.23, 3.26, 1.98]],
  "de_lowest_kcal_mol": 15.7,
  "total_energy_ha": -3720.174717,
  "molar_mass_g_mol": 1011.6,
  "total_charge": -1
}